Here is an isolated ion of composition C18H39BNO3 and charge -1 in a non-equilibrium geometry from OMol25. Energies are from wB97M-V/def2-TZVPD.

Calculated total energy (hartree): -1014.316800
HOMO energy (hartree): -0.149
Kohn-Sham gap (eV): 6.6131
Total charge: -1
Energy relative to the best compared isomer or geometry (same formula, charge and spin) (eV): 4.0228
F_max (eV Å⁻¹): 3.1

Structure (XYZ):
```
62
Properties=species:S:1:pos:R:3:forces:R:3
C -5.933 4.723 2.280 -0.6479 -0.1758 0.2507
O -4.680 4.448 1.549 -2.8299 -0.2669 -0.6210
C -5.083 3.787 0.279 1.6677 0.1447 -0.6539
C -3.735 3.015 -0.309 -1.1116 -0.6282 0.7720
C -3.803 1.399 0.113 0.3757 0.7790 0.2084
C -3.092 0.441 -1.043 0.4058 1.1062 1.1040
C -1.919 -0.456 -0.330 -0.0064 -0.6152 -0.3264
C -1.799 -2.000 -0.876 0.6015 -0.0004 0.8109
C -1.346 -2.920 0.431 0.0200 0.0482 -0.2368
C 0.073 -2.441 1.099 -0.3867 0.5616 -0.0142
C 0.523 -3.491 2.275 0.3236 -0.0331 -0.6549
C 2.130 -3.527 2.598 -0.0468 -0.6348 1.0486
C 2.775 -2.078 3.048 -0.5432 -0.3346 0.1272
C 3.194 -1.241 1.703 1.1048 0.9041 0.3593
C 4.730 -0.706 1.501 -1.2095 1.3862 -0.7841
O 4.489 0.099 0.257 1.4224 -1.4571 0.7621
B 3.019 0.328 0.028 0.2398 -0.0588 0.9924
C 2.665 1.792 -0.631 1.0536 1.3722 0.3420
C 2.790 1.871 -2.263 -0.9947 0.8583 -0.0998
C 2.134 0.603 -3.073 0.0386 0.1597 -0.8719
C 3.211 -0.582 -3.469 -0.1889 -1.0468 1.4431
N 2.834 -1.329 -4.760 1.6996 -0.2785 -0.0379
O 2.499 0.057 1.415 0.0479 -2.9624 1.0263
H -6.826 5.018 1.562 1.8860 -0.5131 1.2445
H -5.815 5.603 3.046 0.1215 -1.8544 -1.4679
H -6.248 3.725 2.820 0.4863 1.9963 -0.8107
H -5.953 3.024 0.482 1.6133 1.5160 -0.5165
H -5.374 4.639 -0.487 0.1683 -1.7217 1.5379
H -2.790 3.477 0.221 -1.9265 -0.7520 -1.3552
H -3.702 3.132 -1.479 0.0275 -0.1897 2.3738
H -4.920 1.074 0.328 2.2357 0.6673 -0.6042
H -3.233 1.338 1.157 -1.1784 -0.1249 -2.3238
H -2.567 1.198 -1.797 -1.3302 -1.8772 1.3050
H -3.952 -0.178 -1.544 1.9395 1.0388 0.7619
H -0.846 0.037 -0.496 -2.4477 -0.8826 0.6156
H -2.156 -0.530 0.832 0.5752 0.2781 -2.4794
H -2.788 -2.415 -1.363 1.7734 0.9040 1.1309
H -0.961 -2.069 -1.697 -1.5735 0.1052 1.5945
H -1.270 -4.036 0.070 -0.1049 2.0014 0.8343
H -2.164 -2.843 1.292 1.4828 -0.2494 -1.9293
H -0.105 -1.367 1.589 0.6139 -2.3239 -1.1401
H 0.890 -2.293 0.254 -1.5891 -0.4000 1.8094
H 0.224 -4.581 1.895 0.4732 2.2360 1.0640
H -0.054 -3.199 3.262 1.0816 -0.8098 -1.9523
H 2.728 -4.061 1.719 -1.2428 1.4147 1.7028
H 2.261 -4.255 3.535 -0.3376 1.3984 -1.9182
H 3.678 -2.306 3.784 -1.6491 0.6120 -1.7240
H 1.952 -1.544 3.710 1.6784 -0.8086 -1.4847
H 3.127 -2.084 0.864 -0.2647 2.1557 1.1577
H 5.477 -1.604 1.429 -1.0996 1.7078 -0.3041
H 5.131 0.152 2.221 -0.9353 -2.3162 -0.6960
H 2.480 -0.565 -0.563 -0.1731 -0.6246 -1.1898
H 1.628 2.155 -0.203 1.7340 -0.6335 -1.2361
H 3.471 2.556 -0.193 -1.6752 -1.2989 -0.8770
H 3.899 2.095 -2.643 -2.2975 -0.7801 0.9755
H 2.165 2.832 -2.596 1.3112 -1.9380 0.5173
H 1.198 0.143 -2.498 2.2089 0.9435 -1.0578
H 1.698 1.029 -4.088 0.9491 -0.9255 1.8492
H 3.181 -1.411 -2.611 0.1440 2.0970 -1.6250
H 4.325 -0.216 -3.525 -2.2348 -0.3269 0.2069
H 2.963 -2.373 -4.625 -0.1847 1.7829 -0.0154
H 3.565 -1.087 -5.488 -1.2946 -0.3322 1.0801
```
Forces are in eV/Å.

Here are the Mulliken charges for atoms 1 to 4, given in e: -0.60 -0.34 -0.34 -0.56